ORCA calculation (ωB97M-V/def2-TZVPD) on C52H36N4O5Re as an isolated structure in a non-equilibrium geometry.

Atoms and positions in Å:
Re -0.9439 1.1588 0.9464
C 4.3918 -3.6399 -4.9015
C 4.2728 -4.1570 -3.6030
C 3.5687 -3.4793 -2.6324
C 2.7880 -2.3895 -3.0303
C 2.7789 -1.9270 -4.3722
C 3.5340 -2.5969 -5.3328
C 1.9677 -1.6242 -2.0843
C 0.8335 -2.2288 -1.6774
C 0.5122 -3.6000 -1.7951
C -0.4682 -3.9600 -0.8526
C -1.0563 -2.8282 -0.2783
N -0.4034 -1.6040 -1.0592
C -1.6760 -2.7789 0.9409
C -1.7482 -1.7296 1.9219
C -2.4857 -1.7730 3.0872
C -2.4046 -0.4813 3.7319
C -1.6277 0.3681 2.9348
C -1.3918 1.7439 3.1291
C -2.3620 2.5846 3.8386
C -1.9706 3.9479 4.0299
C -2.6331 4.7753 4.9007
C -3.7302 4.2914 5.6344
C -4.1327 2.9696 5.3907
C -3.5614 2.1620 4.4259
C -0.0011 2.1350 2.9188
N 0.6396 1.7336 1.6755
C 1.9367 2.2706 1.7478
C 2.8171 2.3285 0.6135
C 3.9320 3.3256 0.6033
C 3.9693 4.5305 1.3658
C 5.1170 5.3519 1.4014
C 6.1543 5.0326 0.5844
C 6.1341 3.8865 -0.2441
C 5.0566 3.0502 -0.1882
C 2.6378 1.5101 -0.5319
C 3.0715 1.8385 -1.8917
C 2.9960 0.6735 -2.6359
C 2.3821 -0.3169 -1.7054
N 2.2165 0.2167 -0.4743
C 2.1428 2.8576 3.0524
C 0.9232 2.8110 3.7207
N -1.0781 -0.4374 1.8198
C -2.6754 -3.9263 1.1397
C -2.2784 -5.2295 1.3834
C -3.2225 -6.2509 1.5945
C -4.5353 -6.0020 1.1400
C -4.9677 -4.6948 0.8924
C -4.0300 -3.6465 0.9653
H 5.0600 -4.1767 -5.6141
H 4.9681 -4.9559 -3.3394
H 3.3984 -3.9033 -1.5909
H 2.1990 -1.0704 -4.7214
H 3.4564 -2.4253 -6.3927
H 1.0607 -4.2927 -2.3434
H -0.8164 -4.9342 -0.6238
H -3.0832 -2.6523 3.4234
H -2.5479 -0.2007 4.7852
H -1.1004 4.3041 3.5111
H -2.2976 5.8020 5.0974
H -4.2649 4.8350 6.4240
H -4.9058 2.5757 6.0655
H -3.9882 1.2163 4.2299
H 3.0665 4.9059 1.8704
H 5.1834 6.2030 2.0370
H 7.0649 5.6288 0.5067
H 6.9355 3.6721 -0.9104
H 5.0625 2.0412 -0.5674
H 3.4460 2.8332 -2.2722
H 3.3823 0.5259 -3.6413
H 3.0536 3.3592 3.3387
H 0.5999 3.2153 4.6693
H -1.2568 -5.4610 1.6185
H -2.9495 -7.2525 1.8722
H -5.1936 -6.8631 1.0536
H -6.0002 -4.5026 0.6641
H -4.3762 -2.6269 0.7814
O -2.0160 3.6611 -1.5280
C -1.6933 2.5040 -1.4884
O -0.6658 2.0261 -0.6801
C -2.0877 1.4696 -2.4429
C -0.9926 1.0851 -3.4685
C -1.4449 -0.0801 -4.4432
C -1.3470 -1.3604 -3.5776
C -1.1220 -0.7798 -2.1827
O -0.1121 0.2526 -2.5468
C -2.4254 0.0531 -1.7851
C -3.1275 0.0973 -0.4400
O -3.8523 -0.8375 -0.1927
O -2.9840 1.2014 0.2901
H -2.9665 1.9636 -3.0416
H -0.5019 1.9246 -3.9814
H -0.7572 -0.1202 -5.3210
H -2.4732 0.0327 -4.8470
H -0.4618 -1.8315 -3.9789
H -2.2527 -1.9815 -3.7096
H -0.1737 -0.7869 -0.3797
H -3.0891 -0.5450 -2.4267

Cartesian forces (eV/Å) of the 3 atoms listed first:
Re -4.2 4.3 -5.2
C -0.8 -0.6 -0.5
C 2.0 0.5 -0.6

Summary:
HOMO (spin up / spin down)	-6.207 / -6.510	eV
LUMO level (spin up / spin down)	-1.22 / -1.29	eV
spin multiplicity	4
total charge	0
gap between HOMO and LUMO (spin up / spin down)	4.988 / 5.220	eV